Record 1
{"formula": "C44H59N13P", "method": "ωB97M-V/def2-TZVPD", "lumo_energy_ev": 2.07, "charge": -1, "species": ["N", "P", "N", "H", "H", "H", "H", "N", "C", "C", "C", "C", "H", "H", "H", "H", "H", "N", "C", "C", "C", "C", "H", "H", "H", "H", "H", "N", "C", "C", "C", "C", "H", "H", "H", "H", "H", "N", "C", "C", "C", "C", "H", "H", "H", "H", "H", "N", "C", "C", "C", "C", "H", "H", "H", "H", "H", "N", "C", "C", "C", "C", "H", "H", "H", "H", "H", "N", "C", "C", "C", "C", "H", "H", "H", "H", "H", "N", "C", "C", "C", "C", "H", "H", "H", "H", "H", "N", "C", "C", "C", "C", "H", "H", "H", "H", "H", "N", "C", "C", "C", "C", "H", "H", "H", "H", "H", "N", "C", "C", "C", "C", "H", "H", "H", "H", "H"], "xyz": [[1.030, 1.408, -0.962], [0.031, 2.556, -1.501], [-1.412, 2.218, -1.971], [1.854, 1.320, -1.551], [0.600, 3.237, -2.591], [-0.006, 3.566, -0.495], [-1.827, 1.518, -1.358], [0.643, -1.342, -1.481], [1.593, -1.811, -2.330], [1.553, -3.187, -2.317], [0.513, -3.555, -1.419], [-0.024, -2.383, -0.930], [0.480, -0.334, -1.291], [2.229, -1.131, -2.872], [2.193, -3.847, -2.880], [0.211, -4.559, -1.156], [-0.827, -2.205, -0.233], [3.358, 2.317, 0.534], [4.301, 2.158, 1.502], [5.309, 3.063, 1.279], [4.953, 3.785, 0.105], [3.740, 3.300, -0.322], [2.488, 1.789, 0.434], [4.171, 1.432, 2.288], [6.186, 3.201, 1.892], [5.504, 4.589, -0.357], [3.115, 3.572, -1.156], [8.339, 4.278, -0.751], [9.278, 4.119, 0.228], [10.296, 5.001, -0.020], [9.953, 5.722, -1.197], [8.739, 5.251, -1.622], [7.479, 3.758, -0.814], [9.141, 3.398, 1.015], [11.185, 5.120, 0.577], [10.529, 6.497, -1.674], [8.129, 5.527, -2.464], [-2.937, -4.009, 0.093], [-3.885, -3.642, -0.819], [-5.109, -3.745, -0.213], [-4.886, -4.180, 1.123], [-3.532, -4.338, 1.277], [-1.947, -4.019, -0.082], [-3.610, -3.332, -1.813], [-6.057, -3.518, -0.670], [-5.637, -4.346, 1.878], [-2.934, -4.639, 2.121], [-0.111, 2.773, 2.833], [1.144, 2.443, 3.256], [1.149, 2.473, 4.627], [-0.161, 2.842, 5.044], [-0.913, 3.014, 3.910], [-0.391, 2.824, 1.867], [1.921, 2.227, 2.546], [1.999, 2.265, 5.257], [-0.509, 2.968, 6.056], [-1.946, 3.291, 3.782], [-0.369, 1.375, -7.306], [-0.034, 0.152, -6.777], [-0.343, 0.176, -5.445], [-0.895, 1.453, -5.146], [-0.892, 2.171, -6.311], [-0.242, 1.647, -8.263], [0.377, -0.625, -7.399], [-0.216, -0.642, -4.753], [-1.249, 1.783, -4.176], [-1.219, 3.175, -6.521], [2.794, 5.368, 4.214], [2.329, 6.154, 5.227], [3.238, 7.161, 5.430], [4.293, 6.969, 4.495], [3.986, 5.853, 3.759], [2.325, 4.548, 3.862], [1.395, 5.930, 5.714], [3.155, 7.946, 6.164], [5.173, 7.579, 4.375], [4.507, 5.365, 2.952], [-4.392, -5.585, 4.465], [-4.162, -6.833, 4.969], [-4.422, -6.798, 6.313], [-4.826, -5.473, 6.632], [-4.798, -4.749, 5.468], [-4.275, -5.314, 3.506], [-3.835, -7.637, 4.332], [-4.333, -7.629, 6.993], [-5.106, -5.096, 7.601], [-5.040, -3.719, 5.266], [-3.523, -1.441, 6.518], [-2.918, -0.253, 6.215], [-3.497, 0.718, 6.987], [-4.489, 0.088, 7.788], [-4.479, -1.245, 7.475], [-3.297, -2.329, 6.104], [-2.133, -0.197, 5.480], [-3.238, 1.763, 6.978], [-5.135, 0.559, 8.510], [-5.067, -2.066, 7.851], [-3.192, -0.529, -7.393], [-4.540, -0.337, -7.281], [-5.130, -1.559, -7.094], [-4.090, -2.528, -7.079], [-2.908, -1.859, -7.261], [-2.502, 0.195, -7.499], [-4.964, 0.651, -7.335], [-6.184, -1.735, -6.964], [-4.191, -3.589, -6.926], [-1.894, -2.215, -7.283], [-0.813, -4.993, -4.165], [-1.917, -5.788, -4.273], [-2.100, -6.077, -5.601], [-1.062, -5.422, -6.320], [-0.288, -4.760, -5.402], [-0.436, -4.626, -3.305], [-2.480, -6.080, -3.403], [-2.891, -6.683, -6.011], [-0.908, -5.429, -7.387], [0.585, -4.142, -5.523]], "lowdin_charge": [-0.349, 0.370, -0.346, -0.038, -0.027, -0.054, -0.059, 0.024, -0.146, -0.134, -0.162, -0.152, 0.066, 0.107, 0.087, 0.083, 0.097, -0.002, -0.160, -0.131, -0.134, -0.139, 0.076, 0.106, 0.084, 0.077, 0.096, 0.011, -0.143, -0.120, -0.121, -0.144, 0.116, 0.104, 0.084, 0.084, 0.104, 0.016, -0.125, -0.104, -0.119, -0.155, 0.107, 0.115, 0.091, 0.084, 0.096, 0.032, -0.146, -0.124, -0.117, -0.134, 0.126, 0.076, 0.096, 0.086, 0.107, -0.022, -0.177, -0.100, -0.095, -0.144, 0.136, 0.103, 0.088, 0.042, 0.101, 0.023, -0.147, -0.126, -0.121, -0.133, 0.105, 0.101, 0.081, 0.082, 0.094, 0.018, -0.135, -0.113, -0.112, -0.150, 0.090, 0.107, 0.087, 0.086, 0.102, 0.003, -0.135, -0.114, -0.117, -0.151, 0.123, 0.106, 0.084, 0.085, 0.099, 0.022, -0.145, -0.122, -0.114, -0.142, 0.107, 0.102, 0.082, 0.081, 0.093, 0.025, -0.144, -0.123, -0.124, -0.145, 0.091, 0.101, 0.084, 0.085, 0.103]}

***

Record 2
{"formula": "C44H59N3O3SV", "method": "ωB97M-V/def2-TZVPD", "s2": 0.788, "multiplicity": 2, "lumo_energy_ev": [-7.46, -8.52], "de_lowest_kj_mol": 0.0, "charge": 2, "species": ["V", "C", "C", "C", "C", "C", "C", "C", "N", "C", "C", "C", "C", "C", "C", "O", "C", "C", "C", "C", "C", "C", "C", "C", "C", "O", "C", "C", "C", "C", "C", "C", "H", "H", "H", "H", "H", "H", "H", "H", "H", "H", "H", "H", "H", "H", "H", "H", "H", "H", "H", "H", "H", "H", "H", "H", "H", "H", "H", "H", "H", "H", "H", "H", "H", "H", "H", "H", "H", "H", "H", "H", "S", "C", "C", "C", "C", "C", "C", "H", "H", "H", "H", "H", "C", "C", "N", "C", "C", "C", "O", "C", "C", "C", "C", "N", "C", "H", "H", "H", "H", "H", "H", "H", "H", "H", "H", "H", "H", "H", "H"], "xyz": [[0.245, 0.002, 0.110], [-4.185, 0.132, 6.117], [-3.153, -0.944, 5.746], [-2.000, -0.883, 6.746], [-3.801, -2.334, 5.827], [-2.679, -0.695, 4.315], [-1.357, -0.433, 4.011], [-1.029, -0.211, 2.670], [0.226, 0.029, 2.077], [1.429, 0.166, 2.689], [1.736, 0.404, 4.045], [3.055, 0.413, 4.395], [4.064, 0.170, 3.384], [3.829, -0.016, 2.040], [2.475, 0.029, 1.722], [1.967, -0.064, 0.493], [4.921, -0.242, 1.000], [6.301, -0.282, 1.655], [4.673, -1.584, 0.297], [4.896, 0.909, -0.018], [3.535, 0.668, 5.813], [2.372, 0.921, 6.768], [4.458, 1.899, 5.807], [4.317, -0.566, 6.298], [-2.002, -0.289, 1.688], [-1.444, -0.111, 0.444], [-3.344, -0.549, 1.931], [-3.630, -0.735, 3.273], [-4.380, -0.643, 0.815], [-5.776, -0.909, 1.375], [-4.419, 0.677, 0.031], [-4.000, -1.803, -0.120], [-4.513, -0.009, 7.148], [-5.071, 0.084, 5.482], [-3.759, 1.134, 6.031], [-2.383, -1.076, 7.748], [-1.526, 0.102, 6.765], [-1.237, -1.639, 6.539], [-4.147, -2.518, 6.845], [-3.088, -3.119, 5.566], [-4.665, -2.426, 5.168], [-0.611, -0.436, 4.784], [0.968, 0.607, 4.769], [5.092, 0.157, 3.718], [6.392, -1.094, 2.380], [6.551, 0.660, 2.148], [7.052, -0.452, 0.883], [4.686, -2.415, 1.006], [5.462, -1.760, -0.435], [3.722, -1.603, -0.237], [5.089, 1.868, 0.468], [3.946, 0.980, -0.548], [5.679, 0.748, -0.761], [1.787, 1.798, 6.481], [2.766, 1.107, 7.767], [1.705, 0.057, 6.839], [3.938, 2.786, 5.442], [5.349, 1.750, 5.195], [4.795, 2.100, 6.825], [3.689, -1.459, 6.300], [4.661, -0.392, 7.319], [5.199, -0.769, 5.689], [-4.657, -0.938, 3.543], [-6.105, -0.113, 2.045], [-5.837, -1.861, 1.907], [-6.484, -0.953, 0.547], [-4.694, 1.508, 0.683], [-5.172, 0.608, -0.756], [-3.467, 0.914, -0.444], [-3.973, -2.749, 0.424], [-3.030, -1.648, -0.596], [-4.745, -1.891, -0.913], [0.387, 1.796, -1.199], [-0.253, 3.286, -0.460], [-0.337, 3.448, 0.919], [-0.820, 4.642, 1.432], [-1.205, 5.663, 0.574], [-1.110, 5.491, -0.799], [-0.639, 4.298, -1.328], [-0.020, 2.659, 1.589], [-0.890, 4.777, 2.503], [-1.576, 6.596, 0.977], [-1.408, 6.288, -1.467], [-0.575, 4.162, -2.400], [-2.388, -5.363, 0.987], [-1.590, -5.828, -0.221], [-0.195, -6.146, 0.085], [0.095, -7.380, 0.837], [0.442, -7.123, 2.293], [0.854, -5.390, -0.270], [2.021, -5.653, -0.026], [0.610, -4.095, -1.011], [0.829, -3.993, -2.382], [0.770, -2.755, -3.002], [0.526, -1.638, -2.230], [0.332, -1.741, -0.900], [0.361, -2.946, -0.301], [-3.404, -5.105, 0.686], [-1.928, -4.486, 1.450], [-2.456, -6.144, 1.745], [-1.616, -5.071, -1.005], [-2.040, -6.726, -0.647], [0.916, -7.888, 0.335], [-0.791, -8.009, 0.750], [1.355, -6.533, 2.371], [0.609, -8.071, 2.805], [-0.364, -6.601, 2.810], [1.054, -4.884, -2.956], [0.927, -2.646, -4.065], [0.491, -0.646, -2.661], [0.201, -2.964, 0.770]], "lowdin_charge": [0.832, -0.028, -0.553, -0.060, -0.030, -0.121, 0.069, -0.137, 0.070, -0.123, 0.072, -0.099, 0.109, -0.065, -0.164, -0.171, -0.531, -0.046, -0.021, -0.019, -0.552, -0.052, -0.022, -0.022, -0.183, -0.166, -0.067, 0.069, -0.528, -0.048, -0.021, -0.022, 0.097, 0.084, 0.096, 0.097, 0.089, 0.091, 0.097, 0.094, 0.082, 0.087, 0.097, 0.107, 0.098, 0.096, 0.100, 0.101, 0.099, 0.071, 0.100, 0.075, 0.099, 0.095, 0.099, 0.088, 0.098, 0.084, 0.100, 0.097, 0.100, 0.085, 0.107, 0.097, 0.094, 0.098, 0.100, 0.097, 0.076, 0.077, 0.072, 0.099, 0.846, -0.575, -0.101, -0.059, -0.052, -0.050, -0.100, 0.088, 0.115, 0.118, 0.120, 0.112, -0.067, -0.187, -0.044, -0.174, -0.063, -0.445, 0.100, -0.093, 0.064, 0.013, -0.072, -0.039, -0.013, 0.073, 0.068, 0.076, 0.113, 0.130, 0.128, 0.125, 0.073, 0.086, 0.065, 0.149, 0.132, 0.102, 0.148]}

***

Record 3
{"formula": "C44H60Cl2CrO2PSb", "method": "ωB97M-V/def2-TZVPD", "s2": 6.035, "multiplicity": 5, "lumo_energy_ev": [0.48, 0.24], "de_lowest_kj_mol": 46.5, "charge": 0, "species": ["Cr", "C", "C", "C", "C", "C", "C", "C", "C", "C", "C", "C", "C", "H", "H", "H", "H", "H", "H", "H", "H", "H", "H", "H", "H", "H", "H", "H", "H", "H", "H", "C", "C", "C", "C", "C", "C", "P", "C", "C", "C", "C", "C", "C", "C", "C", "C", "C", "C", "C", "H", "H", "H", "H", "H", "H", "H", "H", "H", "H", "H", "H", "H", "H", "Cl", "C", "Cl", "C", "O", "O", "H", "C", "C", "C", "C", "Sb", "C", "C", "C", "C", "C", "C", "C", "C", "H", "H", "H", "H", "H", "H", "H", "H", "H", "H", "H", "H", "H", "H", "H", "H", "H", "H", "H", "H", "H", "H", "H", "H", "H", "H", "H"], "xyz": [[-0.559, 0.124, 0.256], [2.998, -0.139, 2.241], [1.889, -1.082, 1.856], [2.163, -2.183, 1.043], [3.573, -2.502, 0.632], [1.139, -3.073, 0.686], [1.496, -4.286, -0.132], [-0.169, -2.842, 1.106], [-1.239, -3.857, 0.792], [-0.461, -1.739, 1.942], [-1.814, -1.676, 2.623], [0.591, -0.907, 2.386], [0.414, -0.104, 3.655], [3.532, -0.515, 3.114], [2.626, 0.856, 2.462], [3.706, -0.021, 1.426], [4.295, -2.015, 1.279], [3.758, -2.183, -0.394], [3.753, -3.572, 0.687], [2.085, -3.992, -0.999], [0.620, -4.824, -0.477], [2.096, -4.984, 0.452], [-0.998, -4.801, 1.282], [-1.304, -4.046, -0.278], [-2.221, -3.547, 1.129], [-2.632, -1.686, 1.900], [-1.924, -0.782, 3.226], [-1.933, -2.537, 3.282], [-0.442, 0.563, 3.644], [1.290, 0.490, 3.888], [0.264, -0.804, 4.479], [-1.338, -3.327, -5.106], [-0.499, -3.559, -4.029], [-0.692, -2.883, -2.835], [-1.738, -1.979, -2.705], [-2.573, -1.750, -3.794], [-2.369, -2.410, -4.988], [-2.103, -1.150, -1.105], [-3.742, -1.952, -0.861], [-3.966, -3.248, -1.316], [-5.211, -3.832, -1.201], [-6.257, -3.124, -0.631], [-6.038, -1.847, -0.142], [-4.786, -1.264, -0.247], [-2.591, 0.544, -1.557], [-3.692, 1.040, -2.244], [-3.831, 2.412, -2.364], [-2.892, 3.256, -1.793], [-1.828, 2.742, -1.070], [-1.635, 1.366, -0.937], [-1.195, -3.858, -6.036], [0.302, -4.278, -4.122], [-0.021, -3.053, -2.006], [-3.388, -1.052, -3.706], [-3.026, -2.218, -5.823], [-3.159, -3.796, -1.780], [-5.364, -4.834, -1.573], [-7.239, -3.567, -0.571], [-6.851, -1.298, 0.311], [-4.626, -0.262, 0.132], [-4.447, 0.391, -2.668], [-4.679, 2.823, -2.893], [-3.002, 4.326, -1.895], [-1.142, 3.438, -0.606], [-1.963, 1.757, 2.021], [-0.674, 2.942, 2.250], [-0.553, 3.373, 3.961], [0.734, 2.436, 1.713], [1.706, 3.020, 2.146], [0.702, 1.512, 0.864], [-0.954, 3.848, 1.706], [5.506, 1.856, -3.025], [4.781, 1.520, -1.730], [5.354, 0.222, -1.182], [5.012, 2.616, -0.697], [2.500, 1.250, -1.846], [1.848, 3.333, -2.528], [0.522, 3.209, -3.264], [1.641, 4.105, -1.235], [2.830, 4.076, -3.416], [2.208, -0.057, -3.718], [2.593, -1.462, -3.279], [3.025, 0.356, -4.928], [0.726, -0.052, -4.064], [6.486, 2.279, -2.793], [4.970, 2.578, -3.631], [5.672, 0.960, -3.618], [6.432, 0.321, -1.042], [5.182, -0.602, -1.870], [4.905, -0.021, -0.224], [6.061, 2.628, -0.395], [4.406, 2.454, 0.193], [4.775, 3.595, -1.103], [-0.157, 2.537, -2.745], [0.674, 2.847, -4.278], [0.040, 4.187, -3.333], [0.975, 3.557, -0.576], [1.203, 5.085, -1.438], [2.578, 4.256, -0.705], [3.018, 3.532, -4.340], [3.771, 4.257, -2.905], [2.412, 5.047, -3.684], [3.658, -1.531, -3.072], [2.356, -2.191, -4.057], [2.044, -1.738, -2.378], [4.088, 0.240, -4.743], [2.830, 1.391, -5.200], [2.771, -0.267, -5.788], [0.108, -0.072, -3.162], [0.469, -0.927, -4.664], [0.461, 0.827, -4.642]], "lowdin_charge": [0.465, -0.024, -0.172, -0.165, -0.026, -0.185, -0.043, -0.214, -0.042, -0.269, -0.049, -0.219, -0.030, 0.104, 0.057, 0.052, 0.076, 0.074, 0.079, 0.079, 0.064, 0.093, 0.103, 0.056, 0.064, 0.063, 0.048, 0.103, 0.013, 0.080, 0.107, -0.080, -0.083, -0.111, -0.363, -0.077, -0.065, 1.099, -0.337, -0.099, -0.072, -0.083, -0.075, -0.092, -0.399, -0.096, -0.078, -0.075, -0.156, -0.308, 0.105, 0.108, 0.079, 0.092, 0.107, 0.100, 0.105, 0.102, 0.105, 0.111, 0.101, 0.102, 0.106, 0.082, 0.740, -0.931, 0.635, -0.768, 0.030, -0.228, 0.069, -0.114, -0.684, -0.142, -0.132, 1.658, -0.668, -0.124, -0.129, -0.119, -0.681, -0.144, -0.109, -0.126, 0.085, 0.049, 0.062, 0.089, 0.056, 0.039, 0.084, 0.069, 0.059, 0.043, 0.066, 0.090, 0.033, 0.092, 0.071, 0.063, 0.058, 0.087, 0.057, 0.082, 0.047, 0.054, 0.065, 0.084, 0.049, 0.077, 0.064]}

***

no.,electronic energy (a.u.)
1,-2765.1911
2,-3443.7601
3,-4409.5352